Density functional theory data (ωB97M-V/def2-TZVPD) for a cluster of 2 separate species, C6H14O2S4 in total in a non-equilibrium geometry.

Structure (XYZ):
```
26
Properties=species:S:1:pos:R:3:forces:R:3:nbo_charge:R:1
C 3.54112 -0.66724 0.36299 -0.15 -0.07 -0.17 -0.603
C 2.34958 -0.22630 -0.47606 0.09 0.03 0.41 -0.428
C 1.08721 -0.07135 0.37696 0.13 0.60 -0.57 0.092
C -0.01528 0.67265 -0.41180 0.52 0.49 0.29 -0.442
C -2.31953 -1.06298 0.17035 1.50 2.46 0.15 -0.597
C -1.29460 0.82058 0.35973 -2.42 -2.76 -1.20 0.246
O 0.62644 -1.31795 0.83009 -0.15 -0.61 0.18 -0.712
O -1.15783 1.01970 1.68456 0.35 0.34 0.48 -0.720
S 0.59535 2.31912 -0.96611 0.17 -0.16 -0.31 -0.026
S -2.17299 -1.62278 -1.50884 -0.03 -0.29 0.02 -0.001
S -3.91697 -0.84554 0.87991 -0.02 -0.22 0.23 0.005
S -2.51231 1.92949 -0.40707 -0.04 0.16 0.45 -0.025
H 3.30596 -1.57388 0.91501 0.06 -0.09 0.09 0.211
H 3.80597 0.10999 1.07590 0.07 0.06 0.10 0.204
H 4.40078 -0.85765 -0.27457 0.13 -0.04 0.02 0.210
H 2.14448 -0.96722 -1.25571 -0.06 -0.01 -0.10 0.187
H 2.58142 0.71794 -0.96861 -0.05 -0.15 0.00 0.232
H 1.30347 0.50153 1.28528 0.03 0.00 -0.13 0.191
H -0.22181 0.14276 -1.34986 -0.07 0.04 0.15 0.256
H -1.70823 -1.68326 0.81344 0.06 0.01 0.05 0.250
H 0.65320 -1.94078 0.09348 0.05 0.02 0.01 0.463
H -2.02018 0.97402 2.12153 -0.06 -0.10 -0.09 0.498
H 0.68149 2.85142 0.24793 -0.02 0.15 0.32 0.124
H -3.18298 -0.90713 -2.00456 -0.13 0.11 -0.08 0.124
H -4.29698 0.14377 0.05813 -0.03 0.08 -0.03 0.131
H -2.25679 1.54109 -1.65210 0.08 -0.05 -0.27 0.133
```
Forces are in eV/Å.

Results
- Kohn-Sham gap: 0.3074 hartree
- HOMO energy: -7.97 eV
- Charge: 0
- Largest force on an atom: 3.86 eV/Å
- E: -1980.17064 hartree


Density functional theory data (ωB97M-V/def2-TZVPD) for a cluster of 2 separate species, C6H14O3 in total in a non-equilibrium geometry.

Structure (XYZ):
```
23
Properties=species:S:1:pos:R:3:forces:R:3:nbo_charge:R:1
C 2.13977 0.89447 1.12551 0.09 0.11 0.43 -0.267
O 1.58665 0.57189 -0.14973 0.30 -1.29 -0.05 -0.524
C 1.90601 -0.68895 -0.61635 1.94 0.54 0.00 0.796
C 1.33867 -0.91410 -1.98896 -0.39 0.06 -0.03 -0.723
O 2.71895 -1.43046 -0.08488 -1.61 1.08 -0.23 -0.591
H 1.83460 1.91343 1.37998 -0.01 -0.16 -0.31 0.195
H 1.74398 0.22646 1.89678 0.16 -0.04 -0.14 0.190
H 3.23179 0.83466 1.10572 -0.19 -0.08 0.01 0.199
H 2.14098 -1.20917 -2.66874 -0.05 -0.12 0.24 0.245
H 0.87455 -0.00942 -2.38956 -0.04 -0.19 0.19 0.231
H 0.59997 -1.71783 -1.93113 0.06 0.08 -0.13 0.249
C -2.70916 1.33615 -0.43728 -0.34 0.13 0.09 -0.626
C -1.44361 0.69248 0.08026 -0.51 -1.34 -0.35 -0.064
O -1.68539 -0.75794 0.21549 -0.04 1.19 0.10 -0.564
C -0.98481 -1.40316 1.26411 0.16 -0.10 -0.64 -0.243
H -3.12956 0.77655 -1.27831 0.13 -0.09 0.17 0.219
H -3.46761 1.41068 0.34713 0.01 -0.02 -0.16 0.206
H -2.49219 2.33945 -0.81814 0.00 -0.03 0.19 0.208
H -1.15344 1.10217 1.05182 0.13 0.00 -0.08 0.166
H -0.66930 0.86322 -0.66916 0.21 -0.16 0.37 0.181
H -1.08114 -0.87932 2.21880 0.00 0.01 0.02 0.164
H -1.36650 -2.42448 1.35047 -0.25 0.25 0.06 0.193
H 0.06679 -1.52678 0.99614 0.24 0.18 0.24 0.159
```
Forces are in eV/Å.

Results
- Kohn-Sham gap: 0.3877 hartree
- HOMO energy: -9.70 eV
- Energy above the lowest of the compared OMol25 structures with the same formula, charge and spin: 125.5 kJ/mol
- Charge: 0
- SMILES: COC(C)=O.CCOC
- Largest force on an atom: 2.01 eV/Å
- E: -462.70326 hartree


Density functional theory data (ωB97M-V/def2-TZVPD) for a structure of composition C6H14O4Sn in a non-equilibrium geometry.

Structure (XYZ):
```
25
Properties=species:S:1:pos:R:3:forces:R:3:nbo_charge:R:1
C -2.50504 -0.39118 0.14854 -0.22 -0.03 -0.41 -0.278
O -1.61341 0.44062 0.82921 0.13 0.54 0.19 -0.604
C -0.91393 -0.24454 1.90251 -0.43 0.67 0.60 -0.374
C 0.19581 0.64049 2.44378 0.04 1.59 0.17 -0.145
O 1.39834 0.43890 1.69071 -0.33 -0.57 1.97 -0.967
C 1.31966 1.36694 -0.39773 -2.74 6.32 -4.32 -0.127
C 1.62614 0.20182 -1.30344 -0.11 0.03 0.72 -0.112
O 0.81176 -0.89702 -0.91017 0.21 0.85 -2.23 -0.619
C 0.64387 -1.90398 -1.88866 0.11 -0.34 -0.70 -0.332
Sn 0.73115 -1.39780 1.11805 0.46 -4.74 2.44 0.518
H -3.00922 0.20688 -0.62333 0.11 0.02 0.15 0.168
H -1.96599 -1.20806 -0.36592 -0.24 -0.06 0.34 0.168
H -3.28723 -0.79472 0.81706 0.27 -0.10 -0.09 0.150
H -1.65641 -0.45427 2.69600 0.26 -0.33 -0.27 0.169
H 0.35180 0.45696 3.52450 -0.06 -0.16 -0.31 0.168
H -0.09059 1.71267 2.37432 0.01 0.01 -0.02 0.149
H 1.90476 2.21489 -0.79078 0.81 -0.57 -0.21 0.189
H 1.04481 1.87553 0.52831 0.35 -2.06 0.09 0.310
H 2.69659 -0.06207 -1.30857 -0.15 -0.15 0.53 0.192
H 1.41921 0.44034 -2.35853 -0.34 0.45 0.53 0.216
H 0.11889 -2.73888 -1.40753 0.01 0.20 0.03 0.210
H 0.05601 -1.50091 -2.72640 0.10 -0.07 0.19 0.179
H 1.61886 -2.25911 -2.25597 -0.13 0.11 0.11 0.170
O -0.09309 2.16342 -1.10783 1.49 -1.81 0.54 -0.870
H -0.80275 1.69309 -0.62813 0.38 0.18 -0.05 0.473
```
Forces are in eV/Å.

Results
- Kohn-Sham gap (alpha / beta): 0.1102 / 0.2342 hartree
- HOMO energy (alpha / beta): 0.44 / -3.00 eV
- Charge: -1
- 2S+1: 2
- Largest force on an atom: 8.13 eV/Å
- E: -752.02766 hartree


Density functional theory data (ωB97M-V/def2-TZVPD) for a structure of composition C6H14P2 in a non-equilibrium geometry.

Structure (XYZ):
```
22
Properties=species:S:1:pos:R:3:forces:R:3:nbo_charge:R:1
C 0.69136 -0.87260 0.35517 0.25 -3.37 -0.81 -0.783
C -0.82585 -0.81512 -0.37282 2.01 2.24 0.52 -0.739
C -1.40309 -1.09640 2.41975 -1.70 -1.09 2.45 -1.069
C -0.62159 1.76011 1.57258 2.90 -0.53 0.14 -0.957
C 1.00194 -1.11125 -2.60552 0.52 -1.50 -2.00 -1.043
C 1.02713 1.68611 -1.40419 2.60 1.48 1.83 -1.012
P -0.66875 -0.05269 1.25118 1.58 -0.04 -1.45 1.548
P 0.56031 -0.04770 -1.28737 -0.40 -0.98 2.54 1.536
H 1.20621 -2.19869 0.49575 -1.50 4.75 -0.13 0.385
H -1.27271 -1.74242 -0.64834 -0.87 -0.20 -0.29 0.313
H -1.45645 -2.14156 2.07755 -0.52 0.49 -0.73 0.317
H -2.40880 -0.70399 2.79827 1.11 -0.54 -0.94 0.333
H -0.89238 -1.34891 3.35980 0.62 1.05 -0.08 0.339
H -1.33470 1.95623 2.27115 -2.64 0.26 1.98 0.290
H -0.77239 2.47373 0.79147 -0.19 -0.17 -1.01 0.297
H 0.29341 2.12809 2.15573 -0.64 -1.15 -1.00 0.323
H 1.76191 -0.65912 -3.29867 -0.62 -0.37 0.77 0.323
H 0.15093 -1.48688 -3.24131 0.41 0.98 0.62 0.330
H 1.38379 -2.08729 -2.22038 0.14 0.87 0.08 0.317
H 2.02940 1.74534 -1.96571 -1.10 -0.50 1.03 0.330
H 1.14106 2.42638 -0.43279 -0.34 -2.55 -2.25 0.328
H 0.40925 2.18862 -2.07133 -1.63 0.86 -1.25 0.295
```
Forces are in eV/Å.

Results
- Kohn-Sham gap: 0.4311 hartree
- HOMO energy: -19.52 eV
- Energy above the lowest of the compared OMol25 structures with the same formula, charge and spin: 18.8 kJ/mol
- Charge: +2
- Largest force on an atom: 4.98 eV/Å
- E: -918.92880 hartree


Density functional theory data (ωB97M-V/def2-TZVPD) for a cluster of 2 separate species, C6H14P2 in total in a non-equilibrium geometry.

Structure (XYZ):
```
22
Properties=species:S:1:pos:R:3:forces:R:3:nbo_charge:R:1
C 0.02175 -0.88686 -0.70464 0.80 -0.33 -0.58 -0.566
C 0.11826 -0.84446 0.89743 -0.36 1.95 -1.77 -0.715
C 3.05380 -1.08210 -0.04531 1.42 1.23 -0.60 -0.987
C 1.94039 1.55965 0.15256 -2.34 1.29 0.25 -1.012
C -2.86835 -1.12013 0.08957 1.42 0.34 -2.86 -0.931
C -1.90029 1.71629 0.04755 0.89 -1.37 0.13 -0.863
P 1.54995 -0.16938 -0.04518 -1.16 -0.73 1.09 1.551
P -1.36459 -0.11079 -0.01092 -0.79 0.79 2.28 1.414
H -0.53711 -2.33348 -2.56633 0.31 0.51 0.76 0.174
H -0.12045 -1.39542 1.78972 0.44 -0.75 0.09 0.328
H 3.45487 -0.91659 -1.11174 -0.26 -0.35 1.48 0.316
H 2.91095 -2.14045 0.14825 0.33 -0.04 0.20 0.308
H 3.73728 -0.46197 0.69953 -1.26 -1.65 -1.39 0.322
H 1.50947 1.71966 1.18469 0.65 0.27 -0.84 0.299
H 1.23105 2.08295 -0.54395 0.73 -0.09 0.58 0.281
H 2.93266 2.03800 0.06349 -0.24 -0.99 -0.11 0.340
H -2.77755 -2.14319 -0.24162 0.48 -0.39 0.19 0.302
H -3.35820 -0.62533 -0.75533 -0.50 -0.06 -0.17 0.277
H -3.52926 -1.03345 0.88322 -0.72 0.48 2.02 0.307
H -2.70544 1.79288 -0.66072 -0.36 0.05 -0.45 0.285
H -1.04660 2.27275 -0.30025 0.15 0.48 -0.07 0.257
H -2.25258 2.08142 1.02997 0.37 -0.65 -0.24 0.312
```
Forces are in eV/Å.

Results
- Kohn-Sham gap (alpha / beta): 0.2919 / 0.3756 hartree
- HOMO energy (alpha / beta): -18.12 / -18.04 eV
- Energy above the lowest of the compared OMol25 structures with the same formula, charge and spin: 339.4 kJ/mol
- Charge: +2
- Largest force on an atom: 3.21 eV/Å
- E: -918.80669 hartree